Here is the molecule C6H4O4 from the OMol25 dataset. Energies are from ωB97M-V/def2-TZVPD.

XYZ file:
```
14
Properties=species:S:1:pos:R:3
H -0.829 -0.013 -2.004
C 0.555 1.893 -0.761
H 1.207 0.747 1.752
C 0.579 0.101 1.115
O 1.185 2.625 0.167
H 1.324 3.516 -0.256
C 0.200 -1.103 1.575
O 0.188 2.255 -1.855
O -1.197 -3.008 1.024
C 0.200 0.543 -0.220
C -0.476 -0.284 -1.033
H 0.377 -1.639 2.484
O -0.765 -1.558 -0.629
C -0.619 -2.004 0.718
```

Relative energy (zero: lowest compared OMol25 entry of this formula, charge and spin) ... 1.6 kcal per mole
HOMO level ... -9.6 eV
E_LUMO ... -0.14 eV
E ... -14476.504 eV
Frontier orbital gap ... 9.436 eV


Here is a cluster of 5 separate species, C40H84F2N4O4P2S in total from the OMol25 dataset. Energies are from ωB97M-V/def2-TZVPD.

XYZ file:
```
137
Properties=species:S:1:pos:R:3
H -0.417 2.973 -2.448
H -0.582 -3.030 -3.842
H 0.800 -0.023 -7.450
H -1.248 -4.410 -8.697
C -1.927 -1.274 -0.025
H -1.379 -2.142 -9.666
C 2.492 5.834 8.035
H -0.910 0.255 -7.784
H 6.196 0.493 6.101
H 3.519 7.982 6.646
H -4.348 -0.889 -3.786
N 4.716 4.930 7.550
C -7.820 -3.714 -2.386
C 6.143 5.039 7.112
C 2.652 -0.578 4.879
C -1.919 -0.114 -2.766
C -5.394 -4.450 -1.950
H 0.180 -0.188 -9.097
H -1.620 -4.424 -4.162
C -1.979 -3.705 -8.291
H -7.313 -1.713 -1.785
H 1.711 -1.700 3.297
H -2.388 -1.596 -8.340
H -8.791 -3.643 -1.893
H 1.175 -3.926 -6.044
H -4.783 -6.382 -2.750
H 1.920 -0.819 -1.158
C 0.918 -2.587 -8.351
H -2.923 -3.927 -8.792
H 0.812 -3.667 -8.355
P 1.557 2.237 4.871
O -1.275 -1.152 -5.853
H 5.823 1.104 3.871
F 0.496 -1.558 4.865
H -5.416 -0.345 -2.488
H 0.563 -1.177 0.928
H 2.018 5.336 7.193
H -2.993 -1.071 -0.089
H 1.121 1.310 -1.929
H -2.120 2.620 -2.749
C 0.838 -0.672 -1.156
H 6.696 -0.898 5.166
H -2.601 0.712 1.711
H -7.163 -5.499 -1.355
C 7.041 5.532 8.271
C -6.849 -4.459 -1.472
H -2.157 0.194 -3.783
C 4.449 6.991 8.959
H -0.965 1.274 2.062
C -5.893 -2.316 -3.279
H 0.949 0.512 0.641
C 1.442 -0.960 4.047
H -2.269 -2.798 -4.311
C 4.041 7.037 6.480
N -1.404 1.100 -0.661
H -7.971 -1.810 -3.408
H 4.080 1.883 5.430
H 5.447 7.401 8.833
H 5.872 5.448 5.022
H 2.386 -0.585 5.933
O -1.074 2.247 -0.191
H 3.415 -1.338 4.739
H 6.106 3.274 5.837
H 5.493 7.816 5.095
C 0.217 -4.443 -6.049
H -6.464 -2.282 -5.353
C -5.191 -5.443 -3.119
H -4.876 -2.998 -5.077
C 6.631 3.655 6.710
H -3.442 -4.840 -1.090
H -1.772 -2.000 0.773
C -0.050 -0.356 -8.045
C -5.377 -0.894 -3.426
H -6.889 -4.008 -0.475
H 5.988 7.950 6.763
H 1.800 -2.335 -7.761
C -0.982 0.902 -2.079
H 2.418 5.177 8.902
C 5.832 -0.303 5.460
H -5.996 -0.369 -4.153
C -5.893 -2.929 -4.687
S 0.473 1.620 6.379
C -1.124 -0.004 0.301
C 0.367 -0.335 0.259
C -0.963 -3.447 -5.941
H 7.691 3.717 6.466
H -0.882 2.044 -3.875
H 1.105 -2.285 -9.381
C 3.942 6.194 7.749
H 0.403 -1.620 -1.484
H 1.997 3.555 5.098
C -1.548 0.431 1.694
H -6.345 -3.915 -4.742
H 0.858 2.355 3.647
H 3.780 7.833 9.131
H 0.699 0.135 -3.162
C 0.481 0.446 -2.137
H 7.986 4.990 8.275
O 4.059 4.073 6.861
H 0.219 -5.119 -5.195
H 0.969 -0.130 3.527
H -2.865 -0.189 -2.231
H 1.937 6.748 8.246
C -0.316 -1.838 -7.830
H 7.308 6.173 5.719
H 6.504 2.941 7.525
H 5.167 -0.958 6.016
H -7.989 -4.277 -3.307
H 7.283 6.591 8.196
H -1.489 -1.109 -2.841
C 5.196 0.275 4.214
C -2.149 -3.919 -6.788
F 5.178 -0.679 3.188
C -1.564 -2.268 -8.598
H 3.492 1.493 3.125
H -1.410 -0.399 2.388
H -3.046 -3.387 -6.454
N -0.542 -2.074 -6.368
H -1.627 -1.757 -0.949
H -4.482 -5.056 -3.850
H -6.120 -5.682 -3.637
H 0.167 -5.063 -6.943
H -4.730 -5.937 -0.569
C -1.383 -3.408 -4.480
C -4.495 -4.900 -0.807
O -4.636 -2.355 -1.343
C -1.107 2.222 -2.824
C 6.250 5.976 5.904
H 3.513 6.525 5.670
C 5.485 7.290 6.051
N -4.992 -3.064 -2.349
C -7.306 -2.311 -2.701
H -4.641 -4.304 0.089
H 4.447 6.371 9.856
P 3.469 1.025 4.468
H 6.573 5.356 9.238
H -2.318 -4.977 -6.577
```

HOMO level (alpha / beta) ... -7.4 / -7.4 eV
E_LUMO (alpha / beta) ... 0.58 / 0.29 eV
E ... -91832.904 eV
2S+1 ... 5
Frontier orbital gap (alpha / beta) ... 7.958 / 7.674 eV


> Number 2 is which compound?

C40H84F2N4O4P2S


> Look up the E of the second one.

-91832.904 eV